Below is a structure of composition C3H7N3S in a non-equilibrium geometry, with properties calculated with ωB97M-V with the def2-TZVPD basis set.

```
14
Properties=species:S:1:pos:R:3:forces:R:3
C -1.98215 -0.58094 -2.11346 -3.1253 -0.6181 1.2652
C 0.04098 -0.03554 -0.04261 -0.1120 1.3445 2.2899
C 1.72231 0.82431 1.80782 -2.6390 1.2936 -0.2752
H -1.75620 -0.79416 -3.27488 -0.4102 1.3843 2.7745
H -1.88759 -1.58979 -1.61144 0.1786 1.1535 -0.3587
H -3.26989 -0.32031 -1.77992 4.0393 -0.7135 -1.8137
H 0.13957 -1.23002 -1.36723 1.1105 -0.7740 1.9981
H -0.45686 0.98695 1.90131 3.5601 -1.2523 -3.3568
H 1.53122 1.76812 2.36197 0.4242 -0.7539 0.5688
H 3.34934 0.49125 2.58053 0.0373 0.2550 -1.4240
N 0.49448 -1.13269 -0.34836 0.8775 -2.5882 -3.2105
N 0.42218 0.62838 1.16455 -2.3640 1.3875 2.1746
N 2.81378 0.22242 1.72398 0.0470 -0.8147 0.9756
S -1.16119 0.76203 -1.00227 -1.6240 0.6963 -1.6079
```
Positions in Å, forces in eV/Å.

Its charge is 0. For the relative energy (zero: lowest compared OMol25 entry of this formula, charge and spin), the calculation gives 94.9 kcal per mole. As for the energy: -680.83107 a.u.

Below is an isolated molecule of C23H41N3O2, with properties calculated with ωB97M-V with the def2-TZVPD basis set.

```
69
Properties=species:S:1:pos:R:3:forces:R:3
C 0.59186 1.67847 -2.16745 -0.2607 -0.1725 -0.0800
C -0.84529 1.26141 -1.86966 0.0620 0.1418 0.1869
C -1.74982 2.48530 -1.76827 0.0575 -0.2545 -0.0297
C -0.90960 0.44159 -0.56452 -0.0548 0.0140 -0.2485
N -2.26077 -0.00682 -0.30601 0.2875 -0.1534 -0.3361
C -2.93460 0.31932 0.81859 -0.3065 -0.3710 -0.2183
O -2.48315 1.07898 1.65263 0.0606 0.2760 0.3527
C -4.32616 -0.29311 0.89699 0.0498 0.4048 0.3314
C -5.28236 0.56840 0.06240 -0.0894 -0.2892 -0.1848
C -6.70740 0.03126 0.14901 0.0863 0.3575 0.2087
C -7.19008 -0.01209 1.59893 -0.1820 -0.4206 -0.1231
C -8.61891 -0.54139 1.68180 0.2317 0.2172 0.0331
C -6.23664 -0.87602 2.42461 0.0734 0.3792 0.0236
C -4.80828 -0.34934 2.34526 0.0264 -0.2637 -0.0995
C -0.05947 -0.82330 -0.72009 -0.1968 0.2114 0.2623
O -0.45289 -1.68691 -1.49068 -0.2184 -0.0593 -0.3185
N 1.07161 -0.97327 -0.00430 0.1968 -0.2120 0.1028
C 1.65693 -0.07171 0.96066 0.1020 0.4761 0.0737
C 3.04497 0.37760 0.50103 0.1346 -0.2978 0.2422
C 3.94875 -0.84882 0.27770 -0.2080 0.0109 -0.3282
N 5.30813 -0.56081 -0.13293 0.0479 -0.0710 0.0220
C 5.48422 0.33647 -1.25655 0.0764 0.0263 -0.1488
C 6.83030 0.02710 -1.93109 -0.0495 -0.0354 0.0854
C 7.81921 -0.51671 -0.89717 0.0654 0.1395 0.0084
C 7.57857 0.17692 0.43770 0.0068 -0.1611 -0.0464
C 6.19059 -0.20647 0.96522 0.0182 0.0113 0.1576
C 3.26153 -1.78820 -0.71993 -0.0329 0.0014 0.4582
C 1.87452 -2.16643 -0.20746 0.0461 -0.2771 -0.4534
H 0.98593 2.29004 -1.35788 0.1020 0.0980 0.1069
H 1.22697 0.80467 -2.29356 0.1776 -0.0452 -0.0320
H 0.62908 2.26123 -3.08502 0.0629 0.0645 -0.0668
H -1.19924 0.61395 -2.67945 0.0155 -0.0165 0.0640
H -1.41277 3.13849 -0.96629 0.0294 0.1299 0.1031
H -2.77483 2.19164 -1.55761 -0.1167 0.0432 0.0152
H -1.73445 3.04398 -2.70113 -0.0155 0.0863 -0.0792
H -0.63671 1.06901 0.28430 0.0173 -0.0744 -0.1375
H -2.59941 -0.72598 -0.92806 -0.0588 -0.0162 0.1307
H -4.29893 -1.30525 0.47869 0.0070 -0.0029 -0.0313
H -5.25340 1.59245 0.44182 0.0470 0.0707 -0.0106
H -4.95449 0.58549 -0.98011 0.0273 0.0849 0.0046
H -7.37214 0.66337 -0.44408 -0.0533 -0.0505 -0.0554
H -6.74222 -0.97692 -0.27169 -0.0606 -0.0866 -0.0494
H -7.17028 1.00711 2.00094 0.0401 0.0274 0.0025
H -8.96221 -0.55569 2.71377 -0.0961 -0.0346 0.1033
H -9.29437 0.08562 1.10385 -0.1304 0.0294 -0.0567
H -8.67255 -1.55496 1.28926 -0.0270 -0.1368 -0.0484
H -6.56240 -0.89235 3.46672 -0.0372 -0.0814 0.0253
H -6.26805 -1.90265 2.05008 -0.0760 -0.1075 -0.0016
H -4.75315 0.65512 2.76820 0.0545 -0.0008 0.0308
H -4.13977 -0.98792 2.92647 0.0385 0.0770 0.0556
H 1.01933 0.79370 1.12566 0.0011 -0.1112 0.0457
H 1.74927 -0.60853 1.91391 -0.0512 0.0851 -0.0135
H 3.47724 1.03324 1.25869 0.0090 0.0756 0.0072
H 2.95399 0.94002 -0.42882 -0.0126 0.0653 -0.0432
H 4.03067 -1.38598 1.23199 -0.0356 0.0074 -0.0187
H 5.46010 1.39213 -0.93597 -0.0832 -0.0067 -0.0492
H 4.67521 0.19085 -1.97180 -0.0414 0.0865 0.0301
H 7.22147 0.93891 -2.38558 0.0237 0.0142 -0.0644
H 6.69141 -0.70918 -2.72294 -0.0228 0.0200 -0.0712
H 8.84445 -0.35944 -1.23439 0.0236 -0.0719 -0.0028
H 7.66105 -1.58760 -0.76781 0.0832 -0.0432 -0.0357
H 7.64570 1.25716 0.29511 0.0394 0.0488 0.0397
H 8.33820 -0.10872 1.16609 -0.0011 0.0933 0.0377
H 5.78885 0.62389 1.57318 -0.0022 -0.0584 0.0036
H 6.26955 -1.08598 1.61259 -0.0047 0.0759 0.0516
H 3.86725 -2.68412 -0.85231 0.0495 -0.0269 -0.0178
H 3.15933 -1.30181 -1.69047 -0.0106 0.0195 -0.0948
H 1.35152 -2.79763 -0.92737 0.0800 0.0395 0.2010
H 1.95907 -2.70278 0.74459 -0.0215 0.0002 -0.0121
```
Positions in Å, forces in eV/Å.

Its charge is 0. For the relative energy (zero: lowest compared OMol25 entry of this formula, charge and spin), the calculation gives 2.5 kcal per mole. The structure (SMILES) is CC(C)[C@@H](NC(=O)[C@H]1CC[C@H](C)CC1)C(=O)N1CCC(N2CCCCC2)CC1. As for the energy: -1215.81118 a.u.

Below is an isolated molecule of C11H17N3S in a non-equilibrium geometry, with properties calculated with ωB97M-V with the def2-TZVPD basis set.

```
32
Properties=species:S:1:pos:R:3:forces:R:3
C -1.99256 -1.92325 -2.04159 0.9153 -1.8996 1.7481
C -0.65324 -1.25845 -2.13575 1.5376 -0.3488 -0.5694
C 0.52792 -1.82844 -1.22635 -0.4442 0.0731 1.3140
N 1.75806 -0.97688 -1.26208 -1.6228 -0.5018 -0.9803
C 3.10082 -1.55253 -1.16511 0.4819 -0.3700 0.5212
N 1.61859 0.35228 -0.87234 -0.4636 -0.6934 0.3171
C 0.48713 0.98969 -0.94123 2.4330 -1.3025 -1.4142
C 0.48458 2.40026 -0.47141 -0.1186 0.4876 1.0704
C -0.61536 2.54470 0.58114 0.3085 -0.3721 0.9005
N -0.66447 1.48340 1.63352 -0.6298 -1.2423 0.3678
C 0.15002 1.50517 2.81301 -1.7085 -0.3056 -1.0055
C -0.47663 0.71112 3.76625 0.3791 0.0685 -1.5612
C -1.56380 0.00243 3.09594 0.4828 0.6876 0.5803
C -1.72133 0.50103 1.83790 2.3922 2.0015 0.2584
S -0.95284 0.44294 -1.82535 0.1634 1.7257 0.6218
H -1.66307 -2.95460 -1.85437 -0.9052 -0.3105 -0.1211
H -2.55092 -1.58882 -1.18416 -0.1535 0.0656 0.4994
H -2.65181 -1.89858 -2.87210 -0.1463 0.2665 -1.0780
H -0.35444 -1.40718 -3.18072 0.4524 0.2895 0.2096
H 0.22432 -1.87219 -0.12787 -0.2309 0.2615 -1.1625
H 0.67785 -2.92081 -1.47367 0.4028 1.3539 -0.2061
H 3.21519 -2.64809 -1.44485 -0.7774 1.4852 0.0697
H 3.59543 -1.45091 -0.19197 -0.7122 -0.1797 0.5628
H 3.79730 -0.96402 -1.73800 0.0289 0.1117 -0.9388
H 1.40082 2.74377 0.02560 0.2608 -1.1069 -0.1059
H 0.41659 3.19906 -1.21502 -0.6980 -0.4266 -0.4699
H -0.37945 3.41980 1.12603 0.1579 1.1670 0.5969
H -1.57346 2.77198 0.14971 -0.6492 -0.6579 -0.0983
H 1.16053 1.96338 2.80271 -1.2095 0.0635 0.1325
H -0.19177 0.74733 4.80833 0.0893 -0.7052 -0.1164
H -2.12316 -0.83683 3.47486 -0.1988 0.2154 0.2891
H -2.48686 0.30323 1.10890 0.1826 0.0991 -0.2320
```
Positions in Å, forces in eV/Å.

Its charge is 0. For the relative energy (zero: lowest compared OMol25 entry of this formula, charge and spin), the calculation gives 0.0 kcal per mole. The structure (SMILES) is C[C@@H]1CN(C)N=C(CCn2cccc2)S1. As for the energy: -991.69129 a.u.

Below is the ion C3H5O2S with charge -1 in a non-equilibrium geometry, with properties calculated with ωB97M-V with the def2-TZVPD basis set.

```
11
Properties=species:S:1:pos:R:3:forces:R:3
C -0.63871 0.77824 1.40366 -4.3616 -0.7409 1.8340
C -0.15809 0.90562 0.21554 0.1884 0.2328 -1.9050
S 1.48954 0.19308 -0.04838 -0.7464 2.1207 -4.5299
C 0.93219 -1.33315 -0.21834 0.8852 -2.3766 0.1242
O 1.73029 0.72126 -1.52672 0.3771 -1.0972 4.3242
O 2.37004 0.51461 1.08429 -0.5785 0.1686 -0.8256
H -1.78086 0.59686 1.59014 1.9601 1.0230 -0.4176
H -0.07496 0.34043 2.16550 1.1398 -0.1420 1.3105
H -0.85729 1.05137 -0.65692 1.4160 -0.0524 0.7229
H 1.08880 -2.10209 0.58029 -0.1465 1.0845 -0.3346
H 1.31978 -1.67499 -1.16728 -0.1337 -0.2205 -0.3031
```
Positions in Å, forces in eV/Å.

Its charge is -1. For the relative energy (zero: lowest compared OMol25 entry of this formula, charge and spin), the calculation gives 101.5 kcal per mole. The structure (SMILES) is C=C[S@@](=C)(=O)[O-]. As for the energy: -665.88400 a.u.

no.,LUMO level (eV),HOMO-LUMO gap (eV)
1,0.5,9.734
2,0.8,9.145
3,0.7,8.289
4,4.3,7.388